Here is a structure of composition C4H13O5Tl2 at a distorted geometry from the OMol25 dataset. Energies are from ωB97M-V with the def2-TZVPD basis set.

As for the gap between HOMO and LUMO: 0.11390 Ha. As for the HOMO energy: -0.991 Eh. The net charge is +5. The value obtained for the relative energy (zero: lowest compared OMol25 entry of this formula, charge and spin) is 0.0 kJ/mol.

Last column: Löwdin charge in e.
Cartesian coordinates (Å):
1 Tl -28.651 -12.365 -21.880  1.2366
2 Tl -24.429 -11.713 -19.200  1.2217
3 O -25.737 -12.635 -21.637  -0.4315
4 H -25.528 -13.576 -21.783  -0.0272
5 C -21.973 -11.396 -22.795  0.0249
6 C -22.762 -11.252 -24.283  0.0014
7 O -23.608 -12.264 -24.373  0.2791
8 O -22.707 -10.928 -21.780  0.0765
9 H -21.046 -10.729 -22.906  0.2754
10 H -21.654 -12.403 -22.528  0.1718
11 H -22.111 -11.372 -25.165  0.2043
12 H -23.232 -10.233 -24.378  0.2332
13 H -24.272 -12.266 -23.615  0.1665
14 H -22.946 -9.976 -21.970  0.2132
15 C -24.327 -16.259 -19.523  -0.0517
16 C -23.279 -15.536 -20.535  -0.0474
17 O -22.730 -14.404 -19.981  0.0568
18 O -25.322 -15.390 -19.247  0.1690
19 H -23.807 -16.542 -18.580  0.2261
20 H -24.678 -17.190 -20.002  0.1893
21 H -23.650 -15.402 -21.553  0.1558
22 H -22.497 -16.344 -20.671  0.2328
23 H -22.203 -14.727 -19.196  0.2064
24 H -26.189 -15.876 -19.224  0.2171

Force components x, y, z for each atom (eV/Å):
-0.55 0.11 -0.22
-0.30 0.11 0.47
0.45 0.13 0.09
-0.18 0.04 0.01
1.60 0.14 4.74
-1.54 0.16 -5.66
0.47 0.07 2.57
-0.35 0.44 -1.85
-0.57 0.20 -1.53
-0.31 -0.36 -0.79
0.88 0.06 0.69
0.21 0.05 1.30
-0.38 0.12 -0.97
0.38 -0.16 0.68
-2.25 -2.19 1.01
2.89 1.31 -1.05
-0.55 -1.81 0.14
0.15 -0.50 0.07
0.95 0.56 -0.11
0.13 0.21 0.00
-0.81 0.54 0.40
-0.48 -0.24 0.83
0.17 0.68 -0.43
-0.02 0.34 -0.39